1 | # C3H10N3

2 unconnected molecules or ions with the total composition C3H10N3 (ωB97M-V/def2-TZVPD, the OMol25 dataset).

The geometry in XYZ format:
```
16
Properties=species:S:1:pos:R:3
C 1.2031 -0.7059 0.5734
C 1.1483 0.5901 0.2557
N 0.3824 1.5477 1.0146
N 1.0602 -1.7568 -0.3963
H 1.1533 -1.0109 1.6151
H 1.5229 1.0260 -0.6817
H 0.8128 2.4802 1.0135
H 0.3190 1.2325 1.9672
H 1.2713 -2.6449 0.1155
H 1.8826 -1.6314 -1.0753
C -2.4853 0.0012 -0.7358
N -1.2525 0.3218 -0.7486
H -3.2537 0.3747 -0.0279
H -2.9527 -0.5832 -1.5185
H -0.4615 -0.3228 -0.9834
H -0.8216 0.9788 -0.0714
```

Properties
charge: +1
HOMO: -0.453 hartree


2 | # C3H10N3

A gas-phase ion, C3H10N3 (charge +1) (ωB97M-V/def2-TZVPD, the OMol25 dataset).

The geometry in XYZ format:
```
16
Properties=species:S:1:pos:R:3
C 0.4670 -0.6267 -0.0161
C -0.6464 -0.8683 1.2029
C 0.2431 0.2557 -1.2452
N -0.1900 -0.1780 2.4560
N -0.5188 -0.2825 -2.1720
N 0.7510 1.4833 -1.4718
H 1.3857 -0.5066 0.5243
H 0.5419 -1.6339 -0.4553
H -1.6360 -0.4735 0.7745
H 0.7846 -0.2219 2.3142
H -0.4065 -0.8754 3.2379
H -0.7286 0.3119 -2.9572
H -1.2885 -0.9273 -2.0308
H 0.4614 1.9068 -2.3544
H 1.2536 1.8975 -0.6055
H -0.4736 0.7388 2.7986
```

Properties
charge: +1
HOMO: -0.395 hartree


It is 1 that is the most stable of them.


1 | # C3H10N3

A gas-phase ion, C3H10N3 (charge +1) (ωB97M-V/def2-TZVPD, the OMol25 dataset).

The geometry in XYZ format:
```
16
Properties=species:S:1:pos:R:3
C 0.8285 0.4449 -2.3034
C -0.3574 0.1922 -1.2254
N -0.1442 -0.6860 -0.0674
C -0.2083 -0.3612 1.2349
N 0.6706 -0.6415 2.2333
N -1.2614 0.4675 1.5683
H 1.1976 -0.5046 -2.1973
H 1.7206 0.9812 -2.0414
H 0.3973 0.8441 -3.2860
H -0.5122 1.1756 -0.7447
H -1.2999 -0.1034 -1.8181
H 0.5858 -1.3915 -0.2833
H 1.6654 -0.5881 1.9978
H 0.3519 -0.7861 3.1512
H -1.3592 0.6972 2.5498
H -2.2751 0.2596 1.2317
```

Properties
charge: +1
SMILES string: CCNC(N)=[NH2+]
HOMO: -0.550 hartree


2 | # C3H10N3

2 unconnected molecules or ions with the total composition C3H10N3 (ωB97M-V/def2-TZVPD, the OMol25 dataset).

The geometry in XYZ format:
```
16
Properties=species:S:1:pos:R:3
C -2.7688 -0.3868 -0.0697
C -2.1893 0.4632 0.7498
C 1.0136 1.0375 0.0192
N 0.2212 0.1658 -0.8355
N 2.1342 0.6352 0.4768
N 2.9374 -0.4899 0.2641
H -2.7058 -1.3649 0.2164
H -3.0640 -0.0750 -1.0833
H -2.1604 1.4063 0.4658
H -1.8648 0.1927 1.7512
H -0.2667 0.9681 -1.4313
H -0.7467 -0.0803 -0.1740
H 2.4189 1.4334 1.0971
H 2.6372 -1.2773 0.8801
H 0.6575 -0.5266 -1.4598
H 3.9777 -0.3144 0.3827
```

Properties
charge: +1
HOMO: -0.501 hartree


3 | # C3H10N3

2 unconnected molecules or ions with the total composition C3H10N3 (ωB97M-V/def2-TZVPD, the OMol25 dataset).

The geometry in XYZ format:
```
16
Properties=species:S:1:pos:R:3
C 1.2494 -0.7583 0.6713
C -1.5798 0.4562 0.4095
C -0.4731 0.8799 -1.7340
N 0.7077 0.2944 0.2304
N 2.3126 -0.8584 1.4344
N -0.4316 0.0958 -0.4658
H 0.9043 -1.7455 0.2689
H -1.3964 1.1395 1.1449
H -2.5484 0.8483 -0.0913
H -1.8783 -0.4400 1.0925
H -0.0075 0.2721 -2.4622
H -1.5051 1.0633 -1.8796
H 0.1093 1.7380 -1.7893
H 2.5557 -1.6301 2.0118
H 2.6593 -0.0438 1.8870
H -0.6780 -1.3113 -0.7284
```

Properties
charge: +1
HOMO: -0.529 hartree


4 | # C3H10N3

2 unconnected molecules or ions with the total composition C3H10N3 (ωB97M-V/def2-TZVPD, the OMol25 dataset).

The geometry in XYZ format:
```
16
Properties=species:S:1:pos:R:3
C 0.2960 0.5331 -0.8254
C 0.4341 -0.8827 -0.2766
C -1.9543 0.2550 0.3547
N -0.5809 0.1391 0.1692
N 1.2986 1.4402 -0.6766
N 1.1813 -1.2442 0.9949
H -0.4851 0.5313 -2.4472
H -0.0085 -1.8016 -0.8107
H -2.2216 1.3271 0.3429
H -2.4247 -0.2316 -0.5358
H -2.0885 -0.2202 1.2704
H 1.5741 1.9070 -1.5472
H 0.4632 -1.6743 1.5222
H 1.3368 -0.3972 1.5626
H 2.0671 -1.7938 0.8657
H 1.1126 2.1129 0.0370
```

Properties
charge: +1
HOMO: -0.482 hartree


It is 1 that is the most stable of them.


1 | # C3H10N3

A gas-phase ion, C3H10N3 (charge +1) (ωB97M-V/def2-TZVPD, the OMol25 dataset).

The geometry in XYZ format:
```
16
Properties=species:S:1:pos:R:3
C -0.5404 -0.2169 -0.5818
C 0.0061 0.6987 0.4305
C 1.9466 0.0840 -1.0636
N 0.8764 -0.3027 -0.1774
N -1.5293 -1.0590 -0.0110
N -0.6119 0.3755 1.7239
H -0.7921 0.1133 -1.7005
H 0.3264 1.8559 0.2654
H 2.8166 0.2057 -0.4792
H 1.9623 -0.7778 -1.8894
H 1.8033 1.1477 -1.4846
H -2.3620 -0.8978 -0.6661
H -1.2265 -0.6175 1.2691
H -1.3584 1.0657 1.9392
H 0.0039 0.3104 2.4645
H -1.3208 -1.9852 -0.0389
```

Properties
charge: +1
SMILES string: CN1[C@H]([NH3+])[C@@H]1N
HOMO: -0.512 hartree


2 | # C3H10N3

A gas-phase ion, C3H10N3 (charge +1) (ωB97M-V/def2-TZVPD, the OMol25 dataset).

The geometry in XYZ format:
```
16
Properties=species:S:1:pos:R:3
C -0.1856 -0.3203 -1.5644
C 0.2703 0.5828 -0.4795
C -0.4348 -1.2158 1.3017
N -0.7611 1.1151 -1.3802
N 1.5384 1.1001 -0.1958
N -0.5417 0.1755 0.7919
H 0.4825 -0.5573 -2.3273
H -0.7889 -1.2779 -1.2567
H -1.2401 -1.3343 2.0524
H -0.5665 -1.9960 0.5856
H 0.4660 -1.2846 2.0528
H -0.4125 1.7265 -2.0631
H 1.7451 1.7838 0.4568
H 2.2104 0.3275 -0.0859
H -0.1873 0.7369 1.5798
H -1.5943 0.4379 0.5319
```

Properties
charge: +1
SMILES string: C[NH2+][C@@]1(N)CN1
HOMO: -0.542 hartree


It is 2 that is the most stable of them.


1 | # C5H10

C5H10 in the gas phase (ωB97M-V/def2-TZVPD, the OMol25 dataset).

The geometry in XYZ format:
```
15
Properties=species:S:1:pos:R:3
C -0.3097 0.5510 0.1446
C 0.0385 -0.8513 -0.2454
C 0.6943 1.3572 0.5725
C -1.7220 0.7382 0.6477
C 1.3018 -1.3002 -0.9392
H -0.6613 -0.4856 -1.1929
H -0.1037 -1.4939 0.6275
H 1.7314 1.0962 0.4610
H 0.4874 2.3303 0.9907
H -2.4272 0.5705 -0.1679
H 2.1044 -1.4384 -0.2180
H 1.5971 -0.5831 -1.7059
H 1.1022 -2.2573 -1.4245
H -1.8733 1.7495 1.0198
H -1.9599 0.0167 1.4299
```

Properties
SMILES string: C=C(C)CC
HOMO: -0.326 hartree


2 | # C5H10

A molecular structure, C5H10 (ωB97M-V/def2-TZVPD, the OMol25 dataset).

The geometry in XYZ format:
```
15
Properties=species:S:1:pos:R:3
C 1.2614 1.7466 0.0009
C 0.0596 1.3673 -0.8102
C -0.3470 -0.0825 -0.6170
C -0.4280 -0.7467 0.4785
C -0.8487 -2.1893 0.5298
H 1.0842 1.5135 0.9547
H 1.3773 2.9218 -0.1421
H 1.8373 1.1090 -0.1948
H 0.2773 1.3010 -1.7193
H -0.8830 1.8895 -0.4767
H -0.3688 -0.7729 -1.5184
H -0.0450 -0.3377 1.4247
H 0.0023 -2.9284 1.3638
H -1.8121 -2.2170 1.2287
H -1.1668 -2.5741 -0.5026
```

Properties
HOMO: -0.335 hartree


3 | # C5H10

2 unconnected molecules or ions with the total composition C5H10 (ωB97M-V/def2-TZVPD, the OMol25 dataset).

The geometry in XYZ format:
```
15
Properties=species:S:1:pos:R:3
C 1.4406 -1.0639 -1.1401
C 0.8601 -0.4617 0.1431
C -0.4169 0.1116 -0.1103
C -0.4839 1.6205 -0.0444
C -0.5437 -0.5499 1.2993
H 1.1595 -0.4657 -2.0065
H 2.5329 -0.9873 -1.0110
H 1.0850 -2.0720 -1.3791
H -1.1175 -0.3125 -0.8536
H -1.4593 1.9758 0.3288
H -0.0986 2.1245 -0.9353
H 0.3501 1.7387 0.6922
H -0.7264 -1.5693 1.6353
H -0.3925 0.1762 2.0897
H -2.1892 -0.2649 1.2918
```

Properties
HOMO: -0.283 hartree


4 | # C5H10

C5H10 in the gas phase (ωB97M-V/def2-TZVPD, the OMol25 dataset).

The geometry in XYZ format:
```
15
Properties=species:S:1:pos:R:3
C -1.7753 0.8366 0.3161
C -0.4807 0.0920 0.0438
C 0.6433 0.4590 0.6675
C 2.0180 -0.0185 0.1999
C -0.5011 -1.1512 -0.8438
H -2.1897 0.7109 1.3163
H -2.5643 0.5116 -0.3563
H -1.5468 1.8642 0.0452
H 0.6910 1.2431 1.4091
H 2.6672 0.8376 0.3619
H 2.3907 -0.7607 0.9193
H 2.1721 -0.3264 -0.8285
H 0.0236 -0.9602 -1.7777
H -1.5304 -1.3571 -1.1372
H -0.0176 -1.9809 -0.3356
```

Properties
SMILES string: CC=C(C)C
HOMO: -0.318 hartree


It is 4 that is the most stable of them.


1 | # C5H10

C5H10 in the gas phase (ωB97M-V/def2-TZVPD, the OMol25 dataset).

The geometry in XYZ format:
```
15
Properties=species:S:1:pos:R:3
C 0.3990 0.5105 -1.5912
C 1.3009 0.0640 -0.4818
C 0.5082 0.1557 0.8144
C -0.7446 -0.7720 0.6931
C -1.8742 -0.3325 1.2733
H 0.9629 0.5262 -2.5389
H -0.4115 -0.1954 -1.6529
H 0.0262 1.5564 -1.3981
H 1.4733 -0.9989 -0.5737
H 2.2361 0.6009 -0.3738
H 1.2610 -0.2528 1.5333
H 0.1502 1.1588 1.0865
H -0.5943 -1.7631 0.3068
H -2.7424 -0.9431 1.2242
H -1.9507 0.6853 1.6788
```

Properties
SMILES string: C=CCCC
HOMO: -0.350 hartree


2 | # C5H10

2 unconnected molecules or ions with the total composition C5H10 (ωB97M-V/def2-TZVPD, the OMol25 dataset).

The geometry in XYZ format:
```
15
Properties=species:S:1:pos:R:3
C -1.6651 0.3029 -0.4606
C -1.0847 -0.1596 0.8081
C -0.1214 -0.0149 -0.4042
C 1.2604 0.3882 -0.0211
C 2.2534 -0.7425 0.0893
H -4.5862 1.5035 0.0289
H -4.1033 1.9809 -0.2679
H -2.0316 0.7652 -1.3389
H -0.7695 0.5758 1.5805
H -1.1016 -1.1768 1.1426
H -0.0993 -0.9391 -1.0192
H 1.5708 1.4224 -0.1637
H 1.9240 -1.7112 0.4796
H 3.2384 -0.4588 0.4487
H 1.9879 -0.6392 -0.9845
```

Properties
HOMO: -0.217 hartree


3 | # C5H10

C5H10 in the gas phase (ωB97M-V/def2-TZVPD, the OMol25 dataset).

The geometry in XYZ format:
```
15
Properties=species:S:1:pos:R:3
C 1.9170 0.2070 0.1087
C 0.8185 -0.8510 0.2058
C -0.5946 -0.4093 -0.5185
C -1.1773 0.9675 -0.3054
C -1.8411 -0.2290 0.3180
H 1.8165 1.0078 0.8468
H 3.0081 -0.0056 0.1309
H 1.6695 0.7385 -0.9158
H 1.1584 -1.7630 -0.3078
H 0.6132 -1.0675 1.2628
H -0.6926 -0.8825 -1.4974
H -1.6558 1.5731 -1.0938
H -0.5409 1.5778 0.4255
H -1.6640 -0.3660 1.3827
H -2.8349 -0.4976 -0.0426
```

Properties
SMILES string: CCC1CC1
HOMO: -0.380 hartree


It is 1 that is the most stable of them.


1 | # C5H10

C5H10 in the gas phase (ωB97M-V/def2-TZVPD, the OMol25 dataset).

The geometry in XYZ format:
```
15
Properties=species:S:1:pos:R:3
C 0.0795 1.0213 -1.1500
C 0.0566 0.0191 0.0660
C 0.1321 0.7332 1.4049
C -0.8625 -1.1651 -0.0983
C 0.6333 -1.3442 -0.1381
H 0.1030 0.4921 -2.1137
H -0.8083 1.6837 -1.1995
H 0.9444 1.7093 -1.1674
H -0.3785 1.6063 1.0370
H -0.4358 0.3617 2.2694
H 1.1371 1.0011 1.7650
H -1.4138 -1.5735 0.7502
H -1.4110 -1.2004 -1.0341
H 1.1066 -1.8500 0.7024
H 1.1173 -1.4946 -1.0940
```

Properties
SMILES string: CC1(C)CC1
HOMO: -0.365 hartree


2 | # C5H10

C5H10 in the gas phase (ωB97M-V/def2-TZVPD, the OMol25 dataset).

The geometry in XYZ format:
```
15
Properties=species:S:1:pos:R:3
C -1.1129 -1.1430 -1.1629
C -1.0609 0.0767 -0.1034
C 0.2974 0.4712 0.3164
C 1.1863 -0.7000 0.6739
C 0.7820 1.6881 0.3627
H -2.1505 -1.4151 -1.3807
H -0.6670 -2.0791 -0.6619
H -0.6025 -0.8819 -2.1491
H -1.6797 0.9182 -0.3529
H -1.5654 -0.3579 0.7786
H 2.0036 -0.2878 1.3244
H 0.6333 -1.5529 1.2680
H 1.5623 -1.1822 -0.2870
H 0.1500 2.5598 0.0892
H 1.7647 1.9205 0.8506
```

Properties
SMILES string: C=C(C)CC
HOMO: -0.342 hartree


3 | # C5H10

2 unconnected molecules or ions with the total composition C5H10 (ωB97M-V/def2-TZVPD, the OMol25 dataset).

The geometry in XYZ format:
```
15
Properties=species:S:1:pos:R:3
C -1.0400 -0.7530 0.8882
C -1.6638 0.3803 0.5793
C 1.1039 1.5362 -0.9750
C 1.7657 0.8292 -0.0687
C -0.4088 -1.6939 -0.0983
H -0.9808 -1.0489 1.9364
H -1.0369 -2.5829 -0.2331
H -1.7467 0.7192 -0.4519
H -2.1095 1.0150 1.3405
H 1.5124 1.7420 -1.9609
H 0.1129 1.9316 -0.7647
H 1.3305 0.6192 0.9060
H 2.7545 0.4220 -0.2642
H 0.5696 -2.0414 0.2550
H -0.2632 -1.2199 -1.0736
```

Properties
SMILES string: C=CC.C=C
HOMO: -0.353 hartree


It is 2 that is the most stable of them.